Record 1
Computed, not measured: C18H30N4O4S in the gas phase at a distorted geometry, with ωB97M-V/def2-TZVPD.

Last column: Löwdin charge in e.
Geometry (Å):
C1 1.729440 -1.410297 1.597293  -0.09
N1 2.504315 -0.220668 1.882989  -0.28
C2 2.409545 0.117468 3.289658  -0.09
C3 3.881533 -0.384857 1.441989  -0.21
C4 4.684810 0.921307 1.513439  -0.16
C5 5.518423 1.171234 0.252037  -0.23
N2 4.703042 1.741869 -0.806980  -0.13
S1 3.953535 0.734872 -1.903339  0.65
O1 3.981439 1.401464 -3.174275  -0.29
O2 4.492773 -0.596129 -1.825432  -0.29
C6 2.259063 0.675525 -1.341637  -0.27
C7 1.397854 -0.239224 -1.945701  -0.04
C8 0.094399 -0.335140 -1.537648  0.00
C9 -0.415518 0.455049 -0.477384  -0.17
N3 -1.671000 0.318983 -0.035401  0.08
C10 -2.720458 -0.510046 -0.590355  -0.32
C11 -3.715052 -0.815885 0.533423  -0.14
C12 -4.663014 -1.964601 0.183918  -0.20
C13 -5.954793 -1.537928 -0.518710  -0.21
C14 -5.801992 -0.422352 -1.556404  -0.21
C15 -4.540321 -0.513468 -2.416328  -0.19
C16 -3.345644 0.207350 -1.794218  -0.15
C17 0.484638 1.389243 0.111524  -0.09
N4 0.128551 2.237840 1.184318  -0.33
O3 0.952261 3.031332 1.596221  0.07
O4 -1.001005 2.154387 1.667780  0.05
C18 1.804516 1.485674 -0.341386  0.01
H1 0.688320 -1.231266 1.865485  0.08
H2 1.784473 -1.630491 0.532543  0.08
H3 2.085385 -2.290200 2.155914  0.09
H4 1.361218 0.258537 3.549791  0.09
H5 2.827766 -0.667171 3.939645  0.09
H6 2.935699 1.048284 3.482919  0.08
H7 3.849371 -0.723863 0.404635  0.09
H8 4.392941 -1.167829 2.030436  0.13
H9 4.000816 1.759802 1.640399  0.10
H10 5.356096 0.901768 2.373203  0.11
H11 6.322999 1.872920 0.479273  0.12
H12 5.960139 0.230819 -0.095612  0.11
H13 5.116850 2.514906 -1.299795  0.11
H14 1.782929 -0.864476 -2.735839  0.13
H15 -0.557825 -1.042153 -2.022079  0.11
H16 -1.942400 0.959253 0.708486  0.11
H17 -2.283288 -1.459435 -0.921091  0.14
H18 -4.282111 0.080008 0.786721  0.13
H19 -3.131887 -1.097875 1.413175  0.12
H20 -4.941638 -2.488383 1.100273  0.11
H21 -4.126032 -2.683390 -0.437984  0.11
H22 -6.675880 -1.202797 0.229878  0.11
H23 -6.379869 -2.420959 -1.000782  0.11
H24 -5.811288 0.548405 -1.057610  0.11
H25 -6.680740 -0.451357 -2.203932  0.11
H26 -4.741890 -0.039938 -3.379527  0.11
H27 -4.292000 -1.557106 -2.613135  0.12
H28 -3.657554 1.205784 -1.478334  0.12
H29 -2.568165 0.334682 -2.551588  0.11
H30 2.456224 2.210518 0.115142  0.11

Forces on atoms 1 to 6 (eV/Å):
C 0.033 0.082 -0.016
N 0.148 -0.106 0.199
C -0.001 0.026 -0.108
C -0.123 0.146 -0.011
C 0.255 -0.145 -0.030
C -0.004 -0.419 0.653

Highest occupied orbital energy (eV): -8.444
Structure (SMILES): CN(C)CCCNS(=O)(=O)c1ccc(NC2CCCCCC2)c([N+](=O)[O-])c1
Spin multiplicity: 1
LUMO (eV): -0.46
Frontier orbital gap (eV): 7.99
Energy above the lowest of the compared OMol25 structures with the same formula, charge and spin (eV): 4.536
DFT total energy (eV): -44135.62213

=====

Record 2
Computed, not measured: 2 unconnected molecules or ions with the total composition C2H6NO at a distorted geometry, with ωB97M-V/def2-TZVPD.

Last column: Löwdin charge in e.
Geometry (Å):
C1 0.376764 0.003379 -1.245889  -0.22
C2 -0.618528 -0.372978 1.324547  -0.09
N1 0.131366 1.018146 -0.156091  -0.29
O1 1.233716 1.475946 0.406003  -0.39
H1 0.828948 -0.969648 -0.913296  0.05
H2 -0.615317 -0.368803 -1.486741  0.04
H3 0.764527 0.526351 -2.067517  0.02
H4 -0.413832 -1.305885 0.713922  -0.02
H5 -0.084328 -0.082168 2.167975  -0.06
H6 -1.603316 0.075661 1.257089  -0.04

Forces on atoms 1 to 6 (eV/Å):
C -1.376 -1.153 2.463
C -0.846 -0.203 -3.627
N 0.949 -0.680 1.977
O -0.797 -0.465 -1.362
H 0.819 1.098 -0.405
H -0.485 0.279 -0.381

Highest occupied orbital energy (spin up / spin down) (eV): -1.441 / -1.371
Spin multiplicity: 1
LUMO (spin up / spin down) (eV): 4.78 / 4.82
Frontier orbital gap (spin up / spin down) (eV): 6.22 / 6.19
Energy above the lowest of the compared OMol25 structures with the same formula, charge and spin (eV): 3.860
DFT total energy (eV): -5704.47664
Charge: -1

=====

Record 3
Computed, not measured: a molecular structure, C4H4O4 at a distorted geometry, with ωB97M-V/def2-TZVPD.

Last column: Löwdin charge in e.
Geometry (Å):
C1 -1.448427 0.114284 0.295569  -0.20
C2 0.069416 0.168086 -0.072936  -0.23
C3 0.872077 1.195785 -0.127893  -0.02
C4 2.255157 -0.560492 -0.077720  -0.48
H1 -2.526357 -1.953257 0.059980  0.28
H2 -2.028144 0.963030 -0.336924  0.17
H3 -1.876172 0.045273 1.261709  0.10
H4 0.484359 2.169162 -0.681628  0.17
O1 -2.108679 -0.865915 -0.462460  -0.22
O2 2.307732 0.856801 -0.028617  0.07
O3 3.077700 -1.334103 -0.198109  0.25
O4 0.921335 -0.798654 0.369024  0.08

Forces on atoms 1 to 6 (eV/Å):
C -1.126 1.199 -4.577
C -0.555 -0.146 3.858
C 0.745 4.848 -3.386
C -4.704 4.502 2.801
H 2.500 5.275 -1.866
H 2.079 -0.569 2.157

Highest occupied orbital energy (eV): -9.705
Spin multiplicity: 1
LUMO (eV): 0.08
Frontier orbital gap (eV): 9.78
Energy above the lowest of the compared OMol25 structures with the same formula, charge and spin (eV): 5.221
DFT total energy (eV): -12398.08320

=====

Record 4
Computed, not measured: 2 unconnected molecules or ions with the total composition C23H31N3OS2 at a distorted geometry, with ωB97M-V/def2-TZVPD.

Last column: Löwdin charge in e.
Geometry (Å):
C1 1.893694 1.178505 -6.289641  -0.09
H1 2.709378 1.524516 -5.642170  0.07
H2 2.045515 0.406184 -6.939157  0.03
H3 1.400509 2.125048 -6.786717  0.13
C2 0.751459 0.848250 -5.315240  -0.31
C3 -0.271410 0.086699 -6.241210  -0.24
C4 -1.206131 -0.569380 -5.378638  -0.21
C5 -2.080455 0.474962 -4.335921  -0.04
C6 -0.940476 1.106935 -3.545838  -0.15
N1 -0.280627 0.144818 -2.510209  0.13
C7 -0.348717 0.147621 -1.333215  -0.50
O1 -0.813381 1.303557 -0.789728  -0.11
C8 0.356241 -0.635739 -0.377145  -0.22
N2 0.234936 -0.605550 0.945704  0.02
C9 0.436630 -1.281530 1.944128  -0.67
N3 0.432151 -0.984036 3.138327  -0.01
C10 -0.171167 0.423722 3.586100  -0.11
C11 0.767905 1.468506 3.367060  -0.76
C12 0.612371 2.360663 2.540389  -0.10
C13 1.893163 3.225015 2.591224  -0.16
C14 2.501546 3.058813 3.678698  -0.37
S1 2.058565 1.478155 4.389006  1.08
H4 3.441981 3.361487 4.053422  0.06
H5 2.146051 4.033881 1.906596  0.11
H6 -0.277628 2.531752 1.635241  0.20
H7 -1.186414 0.471489 2.949677  0.18
H8 -0.573530 0.406622 4.597686  0.11
C15 0.619486 -1.881955 4.350919  -0.26
C16 -0.331301 -2.242357 5.067319  -0.33
C17 -1.319896 -3.059962 4.582278  0.02
C18 -2.607924 -3.538479 5.250924  0.01
C19 -2.766571 -2.989067 6.562129  -0.12
C20 -1.735013 -2.321300 7.202527  -0.07
C21 -0.573952 -1.721670 6.473345  0.09
H9 0.152541 -1.149389 6.922949  0.06
H10 -1.932625 -2.162918 8.208433  0.06
H11 -3.688170 -3.335817 7.173356  0.13
H12 -3.023878 -4.263795 4.758853  0.02
H13 -1.268079 -3.394479 3.492847  0.12
H14 1.427571 -1.293075 4.821693  0.12
H15 1.455950 -2.651756 4.024004  0.14
S2 1.303749 -3.028331 1.403380  0.29
H16 -0.039465 0.469883 1.017727  0.17
H17 -0.066860 -1.669136 -0.676546  0.15
H18 1.318207 -0.964865 -0.844835  0.15
H19 0.098796 -0.717203 -2.770083  0.13
H20 -1.179324 1.914296 -2.775286  0.16
C22 0.348642 1.744003 -4.244406  -0.47
C23 1.205572 2.261708 -3.519819  -0.11
H21 0.913752 2.814769 -2.873226  0.02
H22 1.901747 1.495559 -3.075720  0.16
H23 1.905877 2.937478 -4.103160  0.15
H24 -0.357039 2.430573 -4.800106  0.20
H25 -2.356459 1.213044 -4.800414  0.01
H26 -2.558854 -0.071170 -3.528400  0.13
H27 -0.856929 -1.647889 -4.757168  0.17
H28 -2.259628 -0.907000 -5.917433  0.14
H29 0.075739 -0.734491 -6.976454  0.16
H30 -0.859917 0.724287 -6.788183  0.09
H31 1.522098 -0.350459 -4.699873  0.23

Forces on atoms 1 to 6 (eV/Å):
C -2.355 5.489 2.849
H 0.405 -0.229 -0.962
H 0.786 -1.727 -1.587
H 1.523 -1.467 0.070
C 4.091 -6.853 -2.481
C 1.842 -1.468 1.431

Highest occupied orbital energy (eV): -7.075
Spin multiplicity: 1
LUMO (eV): 0.55
Frontier orbital gap (eV): 7.63
DFT total energy (eV): -52523.51671